Molecular formula: C23H20F2N4
Method: DFT, ωB97M-V/def2-TZVPD

The calculation puts the energy above the lowest of the compared OMol25 structures with the same formula, charge and spin at 63.3 kcal/mol. The SMILES is Fc1ccc(CC/N=C2\N=C(NCCc3ccc(F)cc3)c3cnccc32)cc1. As for the spin multiplicity: 1. The calculation puts the lowest unoccupied orbital energy at -0.56 eV.

Last columns: bonded neighbours and bond lengths (Å).
Element x y z (Å)
1 F -0.09187 6.36573 -3.00337  C2 1.351
2 C 0.80526 5.36287 -2.88637  F1 1.351, C3 1.357, C29 1.439
3 C 0.86757 4.33515 -3.77077  C2 1.357, C4 1.378, H30 1.113
4 C 1.79143 3.31509 -3.69211  C3 1.378, C5 1.371, H31 1.099
5 C 2.66176 3.24207 -2.63522  C4 1.371, C6 1.546, C28 1.450
6 C 3.56518 1.99102 -2.53662  C5 1.546, C7 1.579, H32 1.053, H33 1.041
7 C 2.81944 0.84593 -1.74514  C6 1.579, N8 1.527, H34 1.021, H35 1.094
8 N 3.07156 1.25913 -0.29674  C7 1.527, C9 1.303
9 C 2.05647 1.11086 0.50635  N8 1.303, N10 1.363, C27 1.555
10 N 0.76002 0.78292 0.24142  C9 1.363, C11 1.270
11 C 0.17620 0.65980 1.36229  N10 1.270, N12 1.343, C22 1.439
12 N -0.98946 0.09050 1.01589  C11 1.343, C13 1.412, H36 1.036
13 C -2.13900 -0.12335 1.80768  N12 1.412, C14 1.561, H37 1.107, H38 1.093
14 C -1.99865 -1.15490 2.97048  C13 1.561, C15 1.526, H39 1.147, H40 1.079
15 C -1.87373 -2.58367 2.44946  C14 1.526, C16 1.415, C21 1.393
16 C -0.68554 -3.14199 1.92068  C15 1.415, C17 1.365, H41 1.094
17 C -0.67206 -4.33852 1.26364  C16 1.365, C18 1.400, H42 1.041
18 C -1.76289 -5.19692 1.44289  C17 1.400, F19 1.341, C20 1.442
19 F -1.69371 -6.44992 0.96922  C18 1.341
20 C -3.02868 -4.72278 1.94578  C18 1.442, C21 1.449, H43 1.118
21 C -3.03561 -3.35065 2.41195  C15 1.393, C20 1.449, H44 1.047
22 C 0.88855 1.02359 2.55900  C11 1.439, C23 1.399, C27 1.386
23 C 0.60465 1.06529 3.92778  C22 1.399, N24 1.382, H45 1.037
24 N 1.56384 1.53522 4.80417  C23 1.382, C25 1.396
25 C 2.85009 1.74584 4.30353  N24 1.396, C26 1.386, H46 1.109
26 C 3.17790 1.62368 2.96232  C25 1.386, C27 1.416, H47 1.065
27 C 2.14596 1.30178 2.04709  C9 1.555, C22 1.386, C26 1.416
28 C 2.63664 4.31388 -1.65859  C5 1.450, C29 1.391, H48 1.016
29 C 1.69681 5.33472 -1.75735  C2 1.439, C28 1.391, H49 1.097
30 H 0.22928 4.36313 -4.68169  C3 1.113
31 H 1.87191 2.61461 -4.53469  C4 1.099
32 H 3.79733 1.66739 -3.51135  C6 1.053
33 H 4.50501 2.19717 -2.13852  C6 1.041
34 H 1.84650 0.67902 -2.00666  C7 1.021
35 H 3.32529 -0.09396 -1.98409  C7 1.094
36 H -1.12897 0.28091 0.00705  N12 1.036
37 H -2.98368 -0.44446 1.16903  C13 1.107
38 H -2.36276 0.85725 2.23528  C13 1.093
39 H -2.94685 -0.97492 3.59077  C14 1.147
40 H -1.22715 -0.82382 3.64772  C14 1.079
41 H 0.14108 -2.42701 1.87943  C16 1.094
42 H 0.13854 -4.76642 0.77061  C17 1.041
43 H -3.91688 -5.40198 1.94374  C20 1.118
44 H -3.93025 -2.95617 2.78598  C21 1.047
45 H -0.38850 0.83780 4.12299  C23 1.037
46 H 3.76587 2.00925 4.87171  C25 1.109
47 H 4.16107 1.63957 2.55204  C26 1.065
48 H 3.19546 4.40604 -0.81513  C28 1.016
49 H 1.66925 6.02395 -0.90386  C29 1.097

Mulliken charges, unit e, in atom order:
1 F -0.3176
2 C 0.2441
3 C -0.3566
4 C -0.4169
5 C 0.6092
6 C -1.5619
7 C -0.5103
8 N -0.5131
9 C 0.1018
10 N -0.5440
11 C 0.0968
12 N 0.0276
13 C -0.6512
14 C -0.4403
15 C 0.0834
16 C -0.0392
17 C -0.8486
18 C 0.3607
19 F -0.2912
20 C -0.5072
21 C -0.4496
22 C 0.4601
23 C -0.4713
24 N -0.6705
25 C -0.3497
26 C -0.1915
27 C 0.1205
28 C -0.4665
29 C -0.3739
30 H 0.3082
31 H 0.3216
32 H 0.5651
33 H 0.4505
34 H 0.4473
35 H 0.2944
36 H 0.3220
37 H 0.4140
38 H 0.3934
39 H 0.2954
40 H 0.2142
41 H 0.2857
42 H 0.4492
43 H 0.3507
44 H 0.4227
45 H 0.6428
46 H 0.3186
47 H 0.4989
48 H 0.5094
49 H 0.3629